Entry 1:
Entry from OMol25: a molecular structure, C24H35BCdN5O8 in a non-equilibrium geometry (the ωB97M-V functional and the def2-TZVPD basis).

frontier orbital gap = 8.567 eV
E_HOMO = -10.89 eV
LUMO energy = -2.322 eV
total charge = +1
relative energy (zero: lowest compared OMol25 entry of this formula, charge and spin) = 4.3 kcal per mole

Each line ends with the Löwdin charge.
Geometry (Å):
Cd: 0.74 0.39 -0.28  1.179
O: -2.83 -1.85 -1.24  0.249
O: -2.23 -4.12 -1.52  0.267
O: -4.59 -3.53 -1.19  0.234
O: -0.86 -1.15 -0.40  -0.042
O: -3.59 -3.04 -3.23  0.223
O: -5.41 -3.27 -4.54  0.176
O: -0.20 -3.95 -0.52  0.138
O: -6.69 -3.84 -1.90  0.179
N: 1.61 -0.22 -2.14  0.099
N: 1.99 -1.34 0.59  0.104
N: 2.01 2.24 0.18  0.098
N: -0.31 0.80 1.84  0.126
N: -0.87 1.77 -1.12  0.109
C: -2.37 0.18 4.50  -0.240
C: 2.47 3.29 0.23  -0.155
C: 3.05 4.63 0.30  -0.174
C: -1.60 -1.99 -0.84  -0.379
C: 3.06 -4.97 3.67  -0.106
C: -4.89 -3.28 -3.47  -0.369
C: -3.69 0.47 5.21  -0.094
C: 2.89 5.52 -0.93  -0.254
C: -5.55 -3.59 -2.09  -0.385
C: 1.95 -0.20 -3.24  -0.140
C: 4.05 6.51 -1.06  -0.095
C: -1.52 1.40 4.05  -0.155
C: -0.83 1.11 2.81  -0.179
C: -1.23 -3.51 -0.95  -0.392
C: 2.36 -0.15 -4.63  -0.149
C: 2.54 -3.74 1.44  -0.149
C: 3.89 -0.37 -4.76  -0.240
C: -4.02 0.93 0.70  -0.092
C: -3.83 2.42 0.52  -0.252
C: 2.25 -2.38 0.98  -0.173
C: 4.27 -1.83 -4.57  -0.106
C: 2.85 -3.64 2.95  -0.253
C: -1.86 2.31 -0.98  -0.154
C: -3.18 2.90 -0.78  -0.156
B: -3.32 -3.15 -1.80  -0.858
H: 3.39 -4.16 0.90  0.132
H: -4.47 0.42 -0.16  0.087
H: 3.79 7.17 -1.90  0.080
H: 4.10 -2.13 -3.53  0.075
H: 4.03 -5.40 3.39  0.076
H: 2.75 5.14 1.22  0.133
H: 2.93 -4.84 4.74  0.076
H: 2.00 0.79 -5.04  0.130
H: 1.92 6.01 -0.83  0.113
H: 1.91 -3.30 3.41  0.111
H: 2.29 -5.72 3.49  0.080
H: -0.83 1.69 4.84  0.126
H: 2.78 4.96 -1.86  0.111
H: -3.11 3.98 -0.84  0.128
H: 5.33 -1.98 -4.78  0.079
H: -3.19 2.81 1.32  0.101
H: 3.71 -2.57 -5.15  0.083
H: 4.11 4.47 0.53  0.131
H: 1.84 -0.96 -5.15  0.134
H: -3.83 2.69 -1.64  0.138
H: -1.70 -0.32 5.20  0.111
H: -4.43 0.86 4.51  0.071
H: 3.63 -2.91 3.18  0.112
H: -4.77 2.94 0.71  0.119
H: 4.08 7.20 -0.21  0.081
H: -3.57 1.16 6.05  0.080
H: -3.08 0.40 0.90  0.051
H: 1.68 -4.39 1.27  0.119
H: 4.99 6.00 -1.21  0.080
H: -2.56 -0.49 3.66  0.107
H: -4.66 0.71 1.55  0.078
H: 4.41 0.27 -4.06  0.112
H: -4.07 -0.47 5.59  0.081
H: -2.11 2.32 3.90  0.122
H: 4.20 -0.13 -5.78  0.114

***

Entry 2:
Entry from OMol25: a molecular structure, C3H12Sb (the ωB97M-V functional and the def2-TZVPD basis).

frontier orbital gap = 7.565 eV
E_HOMO = -3.18 eV
LUMO energy = 4.381 eV
total charge = -1

Each line ends with the Löwdin charge.
Geometry (Å):
Sb: 0.24 1.01 0.54  0.625
C: -0.90 -0.61 -1.93  -0.269
C: 0.32 -0.58 2.10  -0.404
C: 0.38 -0.45 -1.13  -0.502
H: 2.04 1.06 0.59  -0.113
H: -1.50 0.32 -1.90  0.024
H: -1.55 0.89 0.45  -0.104
H: 0.72 -1.40 -0.70  0.018
H: 0.12 2.24 1.82  -0.142
H: 0.70 -0.14 3.03  -0.038
H: 1.00 -1.38 1.79  -0.037
H: -0.74 -0.85 -2.98  0.042
H: 0.20 2.31 -0.69  -0.131
H: -0.68 -0.99 2.28  -0.032
H: -1.55 -1.39 -1.51  0.050
H: 1.19 -0.05 -1.74  0.015

***

Entry 3:
Entry from OMol25: 4 unconnected molecules or ions with the total composition C5H17NO3 in a non-equilibrium geometry (the ωB97M-V functional and the def2-TZVPD basis).

frontier orbital gap = 8.404 eV
E_HOMO = -7.99 eV
LUMO energy = 0.416 eV
structure (SMILES) = C=CCCNC.O.O.O
relative energy (zero: lowest compared OMol25 entry of this formula, charge and spin) = 56.9 kcal per mole

Each line ends with the Löwdin charge.
Geometry (Å):
O: -1.84 -2.47 1.80  -0.059
O: 1.51 -1.67 1.64  -0.050
O: -2.69 0.02 0.23  -0.070
N: 1.72 0.80 0.27  -0.145
C: 0.78 1.27 1.28  -0.148
C: -0.82 -0.95 -2.29  0.016
C: 1.68 1.27 -1.10  -0.218
C: 0.21 1.25 -1.68  -0.189
C: -0.47 -0.02 -1.42  -0.232
H: 1.64 -0.95 2.28  0.045
H: 1.30 1.19 2.25  0.071
H: -0.13 0.66 1.47  0.061
H: -0.23 2.17 -1.30  0.103
H: -1.26 -1.89 -1.99  0.054
H: 2.28 0.54 -1.67  0.111
H: -0.68 -0.20 -0.37  0.050
H: -2.46 -1.83 2.13  0.013
H: -0.39 -0.88 -3.30  0.054
H: -3.51 -0.48 0.32  0.050
H: 0.46 2.29 1.08  0.083
H: 2.38 -2.09 1.73  0.068
H: -3.19 0.86 0.35  0.069
H: 0.41 1.27 -2.75  0.101
H: 2.35 2.15 -1.25  0.106
H: -0.93 -2.15 1.84  0.009
H: 1.87 -0.17 0.47  0.047

***

Entry 4:
Entry from OMol25: a molecular structure, C33H46NP3Pt in a non-equilibrium geometry (the ωB97M-V functional and the def2-TZVPD basis).

frontier orbital gap (spin up / spin down) = 2.546 / 6.804 eV
<S²> = 2.02
E_HOMO (spin up / spin down) = -2.73 / -7.01 eV
multiplicity = 3
LUMO energy (spin up / spin down) = -0.185 / -0.205 eV
relative energy (zero: lowest compared OMol25 entry of this formula, charge and spin) = 0.0 kcal per mole

Each line ends with the Löwdin spin population.
Geometry (Å):
Pt: -3.58 -1.09 -0.55  0.452
P: 0.08 -0.44 2.68  0.014
P: 2.63 0.73 1.90  0.124
P: -2.23 0.57 -4.44  0.006
N: 1.15 0.15 1.65  0.034
C: -0.54 0.39 -3.88  0.002
C: 3.13 3.21 5.10  0.024
C: 2.69 0.66 -0.86  0.004
C: -4.16 -3.73 -1.65  0.007
C: -4.75 -2.73 -0.67  0.059
C: 4.94 -0.83 1.85  0.059
C: -2.76 2.21 -3.91  0.001
C: 1.64 4.31 3.53  0.007
C: 3.22 1.26 0.29  0.016
C: 4.25 -2.30 4.13  0.010
C: -2.47 0.26 -6.20  0.003
C: 3.47 -1.20 3.74  0.105
C: -3.36 -0.69 -3.41  0.033
C: 4.16 2.02 -2.23  0.001
C: -1.67 -0.51 0.24  0.053
C: 3.78 -0.50 2.56  0.092
C: 3.31 2.16 4.21  0.054
C: -1.55 -0.34 1.77  0.039
C: -2.77 -1.60 -2.33  0.162
C: 5.75 -1.89 2.27  0.041
C: 4.69 2.62 -1.08  0.004
C: 1.80 3.26 2.63  0.078
C: 3.17 1.04 -2.12  0.005
C: -5.46 -1.53 -1.11  0.053
C: 4.22 2.25 0.19  0.011
C: 2.62 2.17 2.98  0.063
C: -5.69 -1.23 -2.59  0.003
C: -4.73 -0.11 -3.07  0.008
C: 5.39 -2.64 3.39  0.121
C: -0.14 0.42 4.25  0.004
C: 0.31 -2.21 2.97  0.004
C: -3.11 -3.10 -2.60  0.019
C: 2.29 4.29 4.77  0.099
H: 5.21 -0.25 0.96  0.001
H: -1.91 2.88 -4.07  0.000
H: -5.59 -2.14 -3.19  0.002
H: 2.15 5.10 5.48  0.008
H: -1.46 0.44 -0.28  0.002
H: 1.37 -2.49 2.92  0.002
H: -4.62 0.64 -2.27  0.000
H: -1.19 0.36 4.55  0.000
H: 1.90 -0.10 -0.76  0.001
H: -3.47 -1.32 -4.32  0.009
H: 1.30 3.27 1.66  0.006
H: 3.99 1.34 4.45  0.003
H: 2.76 0.56 -3.01  0.001
H: -0.06 1.39 -3.88  0.000
H: 6.66 -2.12 1.72  0.001
H: -6.24 -1.16 -0.42  0.018
H: -3.61 2.56 -4.51  0.000
H: -5.16 0.40 -3.95  0.001
H: -3.44 -3.22 -3.65  0.004
H: -0.96 -1.27 -0.14  0.001
H: -1.67 -1.51 -2.24  0.008
H: -6.72 -0.87 -2.71  0.000
H: -0.25 -2.77 2.21  0.001
H: 0.49 -0.05 5.02  0.000
H: -2.17 -3.67 -2.53  0.002
H: -3.22 0.96 -6.59  0.000
H: 0.15 1.48 4.16  0.001
H: -3.04 2.23 -2.84  0.000
H: -0.49 -0.02 -2.86  0.000
H: -0.09 -2.46 3.97  0.000
H: 0.03 -0.26 -4.55  0.001
H: 6.00 -3.49 3.70  0.009
H: -4.96 -4.23 -2.21  0.000
H: 1.00 5.16 3.26  -0.002
H: -5.07 -3.14 0.30  0.019
H: -1.53 0.40 -6.73  0.001
H: -2.17 -1.12 2.23  0.016
H: 3.64 3.20 6.06  0.000
H: 5.47 3.37 -1.16  0.000
H: 2.62 -0.90 4.36  0.006
H: 4.53 2.31 -3.22  0.000
H: -1.98 0.64 2.03  0.005
H: 4.61 2.73 1.09  0.003
H: -3.67 -4.53 -1.06  0.001
H: -2.83 -0.76 -6.37  0.001
H: 3.97 -2.87 5.01  -0.003

***

Entry 5:
Entry from OMol25: 12 unconnected molecules or ions with the total composition C66H165N9O21 in a non-equilibrium geometry (the ωB97M-V functional and the def2-TZVPD basis).

frontier orbital gap = 8.820 eV
E_HOMO = -8.21 eV
LUMO energy = 0.608 eV
structure (SMILES) = COCCNCCOC.COCCNCCOC.COCCNCCOC.COCCNCCOC.COCCNCCOC.COCCNCCOC.COCCNCCOC.COCCNCCOC.COCCNCCOC.CCOCC.CCOCC.CCOCC

Each line ends with the Löwdin charge.
Geometry (Å):
O: 8.51 1.22 -1.11  -0.192
O: 0.64 -6.17 4.40  -0.193
O: -6.07 -4.46 -7.48  -0.219
O: 6.76 -1.75 -5.62  -0.213
O: -0.46 5.07 -2.33  -0.165
O: 1.76 -2.56 1.73  -0.215
O: -2.91 7.95 -0.12  -0.209
O: -3.24 -3.86 1.17  -0.191
O: -2.60 -3.60 6.02  -0.178
O: -1.30 0.98 0.57  -0.162
O: -8.15 4.16 3.35  -0.227
O: -0.46 -3.32 -7.24  -0.249
O: 3.47 3.70 2.15  -0.251
O: -4.06 5.05 5.62  -0.215
O: 4.49 0.23 -2.58  -0.221
O: 1.24 -0.49 -5.13  -0.191
O: 2.60 -4.56 -1.94  -0.240
O: 2.11 1.03 5.48  -0.213
O: 5.83 -1.91 5.20  -0.198
O: -3.71 -2.69 -4.00  -0.191
O: -7.14 7.53 2.80  -0.191
N: 2.70 -4.96 2.67  -0.042
N: 6.61 2.49 0.71  -0.066
N: 5.06 -2.43 -3.61  -0.016
N: 4.64 0.59 4.55  -0.070
N: -3.39 -2.45 3.61  -0.074
N: -6.45 3.46 5.83  -0.072
N: -6.46 -3.17 -4.91  -0.064
N: -4.51 6.61 2.09  -0.049
N: 0.55 -3.82 -4.88  -0.037
C: -2.85 5.59 5.11  -0.122
C: 5.16 -2.06 -2.19  -0.197
C: -6.94 2.57 4.79  -0.221
C: -0.05 0.17 -5.43  -0.231
C: 8.07 0.69 -2.31  -0.137
C: 4.28 1.90 4.92  -0.229
C: 0.00 -6.49 5.58  -0.140
C: -0.40 -0.13 0.71  -0.272
C: 4.18 -0.95 -1.82  -0.203
C: 7.36 -2.26 -4.44  -0.188
C: 6.08 0.34 4.49  -0.186
C: 1.14 -4.58 -6.00  -0.187
C: -1.63 -3.36 5.05  -0.226
C: -0.78 0.37 -4.12  -0.054
C: 8.27 2.65 -1.05  -0.180
C: 1.41 -3.61 -3.71  -0.224
C: -2.09 6.48 -3.29  -0.065
C: 2.00 -6.54 4.40  -0.237
C: -9.37 4.82 3.11  -0.112
C: 2.75 2.05 4.76  -0.225
C: -1.50 5.08 -3.25  -0.309
C: -1.77 8.77 -0.36  -0.098
C: 2.81 -3.25 0.99  -0.191
C: -2.07 -2.16 4.17  -0.191
C: -5.43 -5.71 -7.79  -0.106
C: -7.73 8.53 3.60  -0.123
C: -2.61 6.75 0.54  -0.253
C: -4.70 -3.35 -3.20  -0.245
C: -1.33 -3.05 -8.36  -0.069
C: 5.94 -3.33 5.00  -0.086
C: -0.43 -1.02 -0.50  -0.046
C: -3.89 6.06 0.92  -0.202
C: -2.37 -4.61 0.33  -0.093
C: 5.14 2.41 1.06  -0.151
C: 0.70 1.02 5.43  -0.108
C: -5.59 5.83 2.59  -0.240
C: 2.06 -0.39 -6.29  -0.274
C: 0.06 -4.63 -7.03  -0.221
C: -7.24 -4.62 -6.59  -0.185
C: -3.96 3.64 5.74  -0.236
C: -6.30 6.68 3.62  -0.215
C: 3.28 1.09 -2.56  -0.061
C: 6.24 -3.16 -3.93  -0.246
C: -6.10 -2.91 -3.53  -0.219
C: 2.63 -4.73 1.25  -0.237
C: 1.39 -4.69 -2.71  -0.216
C: -2.13 -3.63 7.34  -0.111
C: 6.25 -1.14 4.13  -0.251
C: -3.73 -1.79 2.36  -0.167
C: -5.20 3.12 6.47  -0.205
C: -2.34 2.88 1.69  -0.068
C: 2.25 -1.67 2.78  -0.070
C: 7.65 -0.96 -6.38  -0.104
C: -1.33 1.79 1.76  -0.273
C: -3.02 -2.47 1.12  -0.227
C: 2.87 4.97 2.41  -0.108
C: 4.67 3.87 1.36  -0.193
C: 3.71 -5.31 -2.54  -0.064
C: -6.79 -4.54 -5.13  -0.238
C: 0.95 3.90 -0.81  -0.062
C: 3.41 -1.06 -6.05  -0.052
C: -2.44 -3.29 -3.91  -0.108
C: 6.87 3.17 -0.57  -0.200
C: 0.17 3.80 -2.13  -0.256
C: 2.62 -6.41 3.01  -0.178
C: -8.27 2.96 4.19  -0.191
H: -1.23 8.96 0.62  0.101
H: 9.02 2.96 -0.29  0.131
H: 4.15 -0.70 -0.80  0.101
H: -7.84 -3.74 -6.86  0.126
H: 1.47 -0.80 -7.12  0.116
H: -0.94 -0.45 -3.46  0.034
H: -6.97 9.24 3.92  0.086
H: 5.01 1.79 1.92  0.087
H: 1.29 -5.55 -5.68  0.090
H: -0.85 -5.27 -6.86  0.133
H: 3.92 -0.65 -5.19  0.050
H: -0.25 1.16 -3.51  0.074
H: -8.98 3.13 5.05  0.131
H: 0.31 -1.80 -0.32  0.068
H: 5.03 -3.73 4.62  0.056
H: -4.50 5.95 0.00  0.134
H: -2.46 5.03 4.28  0.052
H: 6.27 -3.75 5.98  0.098
H: -3.00 3.36 6.21  0.121
H: 8.28 -0.37 -5.72  0.067
H: 7.02 0.72 -2.42  0.057
H: 2.55 1.93 3.68  0.112
H: -2.51 -4.33 -4.08  0.074
H: -1.10 8.29 -1.08  0.071
H: -2.05 6.08 -0.14  0.113
H: -3.40 -0.69 2.39  0.129
H: 2.74 -3.07 -0.10  0.094
H: 6.62 0.90 3.74  0.108
H: 4.57 -5.04 -1.96  0.059
H: 4.74 2.68 4.21  0.133
H: -5.66 -2.83 -5.46  0.120
H: 2.21 -0.60 2.41  0.085
H: -5.41 -6.40 -6.89  0.096
H: 7.31 -1.33 3.90  0.127
H: -1.07 -6.45 5.38  0.090
H: 8.32 -2.77 -4.67  0.135
H: -1.40 -1.47 -0.61  0.041
H: -1.33 7.17 -3.69  0.079
H: -10.12 4.14 2.78  0.075
H: 5.59 -1.42 3.30  0.107
H: -2.04 5.71 5.89  0.103
H: 1.31 -5.72 -3.15  0.130
H: 0.54 -4.60 -2.01  0.116
H: -1.97 -3.10 -2.95  0.082
H: -9.15 5.47 2.22  0.107
H: 1.16 -2.64 -3.22  0.122
H: 6.16 -3.98 -4.61  0.105
H: -2.48 -5.64 0.70  0.088
H: 5.13 -1.53 -4.14  0.086
H: -2.09 9.75 -0.78  0.093
H: 8.67 1.11 -3.14  0.101
H: 1.24 2.88 -0.54  0.065
H: 3.37 1.88 -3.29  0.075
H: 0.59 0.28 0.88  0.104
H: 0.16 1.11 -5.92  0.110
H: -0.30 2.18 1.83  0.119
H: -6.85 6.07 4.35  0.099
H: 3.20 -1.34 -2.24  0.131
H: -8.24 8.12 4.46  0.077
H: -2.30 4.33 -3.03  0.131
H: -2.38 6.84 -2.30  0.044
H: 5.45 4.38 1.97  0.130
H: 2.38 0.48 -2.94  0.101
H: -2.17 3.46 0.78  0.069
H: 3.88 -5.00 -3.59  0.084
H: 4.05 -0.75 -6.92  0.093
H: 0.17 -2.91 -5.18  0.081
H: 4.43 4.46 0.45  0.118
H: 2.44 5.44 1.46  0.092
H: -1.48 1.11 2.55  0.080
H: -4.41 -3.16 -2.09  0.135
H: -1.80 0.67 -4.41  0.088
H: 3.29 -1.80 3.03  0.048
H: 1.63 -1.76 3.69  0.086
H: -5.96 -5.26 -4.87  0.126
H: 0.30 2.04 5.59  0.083
H: -1.32 -4.28 0.25  0.088
H: 6.04 3.04 -1.28  0.110
H: 3.58 -6.87 2.94  0.109
H: 2.37 2.99 5.09  0.105
H: -3.39 2.48 1.64  0.102
H: -5.05 2.04 6.57  0.116
H: 6.61 0.55 5.41  0.115
H: -1.99 7.01 1.39  0.119
H: -1.39 -2.86 7.56  0.092
H: 3.57 -6.38 -2.39  0.087
H: 6.20 -1.71 -1.99  0.113
H: -1.95 -3.93 -8.50  0.069
H: 0.52 -5.03 -7.96  0.123
H: -2.18 -1.28 4.76  0.101
H: 4.10 -0.14 5.05  0.132
H: 0.92 3.56 -2.92  0.118
H: -5.58 7.26 4.24  0.128
H: 4.99 -2.82 -1.45  0.101
H: -1.93 -2.25 1.11  0.080
H: -2.78 -4.71 -0.69  0.071
H: -4.54 -4.43 -3.25  0.105
H: -0.68 -0.61 1.62  0.072
H: -1.96 -2.19 -8.09  0.092
H: -6.29 5.36 1.88  0.128
H: 1.72 -5.10 0.79  0.113
H: 1.99 4.71 3.04  0.089
H: 6.87 1.52 0.57  0.088
H: 2.17 0.68 -6.56  0.116
H: 6.64 -3.69 -3.07  0.113
H: 0.35 0.67 4.47  0.062
H: 8.34 -1.56 -7.07  0.112
H: 1.84 -4.60 3.01  0.087
H: 0.35 0.32 6.27  0.113
H: -6.19 2.49 4.00  0.108
H: -0.60 3.05 -2.12  0.098
H: 0.31 4.29 -0.01  0.072
H: -1.30 -1.93 3.38  0.108
H: -3.39 -2.01 0.19  0.114
H: -0.09 -0.44 -1.41  0.081
H: 2.11 -7.62 4.66  0.125
H: -3.01 -3.53 7.96  0.089
H: -2.33 3.48 2.57  0.045
H: -4.84 -1.90 2.25  0.121
H: 8.43 3.10 -1.98  0.092
H: -7.66 -4.80 -4.54  0.119
H: 7.52 -1.40 -3.75  0.091
H: 0.38 -5.80 6.37  0.105
H: 1.88 4.45 -0.98  0.074
H: -1.65 -4.58 7.54  0.069
H: -5.16 4.97 3.17  0.117
H: 2.58 -6.05 5.19  0.124
H: 2.12 -4.20 -6.36  0.124
H: -6.78 -3.36 -2.74  0.141
H: 7.16 -0.19 -6.97  0.078
H: 3.47 -5.25 0.72  0.132
H: -7.07 1.57 5.22  0.120
H: 6.77 -3.65 4.37  0.084
H: 3.79 -2.96 1.38  0.111
H: 3.38 -2.13 -6.03  0.058
H: -3.00 6.62 -3.92  0.088
H: 2.48 -3.46 -3.96  0.097
H: -6.48 4.48 5.66  0.103
H: -1.43 -4.27 4.37  0.137
H: -5.31 3.63 7.50  0.145
H: -1.17 4.85 -4.24  0.101
H: 4.54 2.08 5.98  0.124
H: -3.52 -3.43 3.45  0.093
H: 0.17 -7.53 5.88  0.089
H: -8.71 2.06 3.64  0.133
H: -4.39 -5.52 -8.00  0.056
H: -1.85 -2.85 -4.70  0.066
H: 4.68 1.93 0.16  0.103
H: -5.91 -6.11 -8.70  0.092
H: 8.41 -0.36 -2.19  0.093
H: 3.57 5.71 2.81  0.083
H: -0.70 -3.08 5.49  0.099
H: -3.85 3.31 4.68  0.110
H: 6.97 4.25 -0.49  0.107
H: -3.06 6.63 4.72  0.097
H: 3.16 1.47 -1.57  0.047
H: 1.96 -6.93 2.33  0.112
H: -0.72 -2.85 -9.27  0.092
H: -6.06 -1.83 -3.36  0.119
H: -4.89 7.54 2.03  0.115
H: -9.62 5.39 3.99  0.083
H: -0.58 -0.46 -6.08  0.088
H: -3.67 5.00 1.21  0.098
H: -8.52 9.07 3.05  0.091
H: -7.75 -5.54 -6.78  0.103